The following is a DFT calculation (ωB97M-V with the def2-TZVPD basis set) of 10 unconnected molecules or ions with the total composition C56H120N6O8 in a non-equilibrium geometry.

Each line ends with the Löwdin charge.
Geometry (Å):
C  -4.19207  -2.84724  3.92262  -0.07
C  -3.79942  -4.25082  4.53317  -0.21
C  -2.64559  -4.08889  5.51485  -0.10
N  -2.22349  -5.38194  6.31359  -0.28
C  -3.18842  -5.54813  7.41324  0.01
C  -0.83697  -5.18736  6.80950  -0.10
C  -0.43662  -6.58589  7.31196  -0.13
C  -1.20455  -7.50658  6.40446  -0.16
C  -2.12925  -6.65950  5.52412  -0.09
H  -3.28394  -2.47317  3.38773  0.06
H  -4.70908  -2.14392  4.62657  0.09
H  -4.98017  -3.07326  3.13410  0.09
H  -3.35305  -4.90951  3.82913  0.09
H  -4.71947  -4.64385  4.97948  0.11
H  -2.74098  -3.40409  6.31815  0.12
H  -1.74646  -3.95585  4.90863  0.09
H  -4.19121  -5.59716  6.98797  0.11
H  -3.01014  -4.73868  8.15537  0.13
H  -3.00542  -6.50661  7.88768  0.10
H  -0.81629  -4.40755  7.57114  0.14
H  -0.26952  -4.87802  5.94747  0.11
H  -0.82661  -6.81161  8.32501  0.12
H  0.63749  -6.70980  7.26511  0.12
H  -1.76158  -8.36562  6.90392  0.15
H  -0.52760  -7.93052  5.73934  0.09
H  -3.13113  -7.07458  5.25790  0.15
H  -1.66838  -6.32338  4.57164  0.12
C  -5.92950  3.12276  -3.40900  -0.11
C  -4.57730  3.84495  -3.36181  -0.21
C  -3.48611  2.91127  -2.72441  -0.12
N  -2.07265  3.36921  -2.91235  -0.20
C  -1.18270  2.48592  -2.02812  0.05
C  -1.79539  4.84424  -2.50347  -0.09
C  -0.64999  5.35859  -3.33146  -0.15
C  -0.81234  4.63191  -4.66793  -0.11
C  -1.66882  3.34546  -4.36951  -0.08
H  -6.67002  3.79046  -3.86280  0.07
H  -6.25078  2.83051  -2.37133  0.09
H  -6.00851  2.20707  -4.08776  0.08
H  -4.66161  4.79489  -2.78918  0.12
H  -4.42388  4.08809  -4.41705  0.10
H  -3.56933  2.00181  -3.30005  0.11
H  -3.65744  2.90984  -1.67908  0.09
H  -1.22832  1.48860  -2.45618  0.09
H  -1.66738  2.42582  -1.04058  0.10
H  -0.13843  2.79203  -2.01813  0.09
H  -1.58269  4.90673  -1.43770  0.11
H  -2.64724  5.34742  -2.83484  0.10
H  0.31084  5.20303  -2.82083  0.10
H  -0.74449  6.43068  -3.40857  0.12
H  0.11750  4.37376  -5.15110  0.09
H  -1.36060  5.24891  -5.42465  0.13
H  -1.19298  2.40947  -4.68924  0.09
H  -2.53094  3.41567  -5.01219  0.11
C  -1.73389  -4.33061  -8.40312  -0.11
C  -2.09820  -4.19073  -6.96411  -0.24
C  -2.87752  -2.89605  -6.90193  -0.12
N  -3.64026  -2.54552  -5.57813  -0.26
C  -4.82922  -3.54193  -5.38191  0.07
C  -4.14766  -1.14827  -5.70658  -0.10
C  -4.56174  -0.87985  -4.26422  -0.11
C  -3.52043  -1.72117  -3.42875  -0.12
C  -2.73300  -2.46889  -4.45596  -0.16
H  -2.52411  -4.14889  -9.11382  0.08
H  -1.21219  -5.28261  -8.53060  0.09
H  -1.02553  -3.56693  -8.69940  0.08
H  -1.19980  -4.02114  -6.39661  0.10
H  -2.68966  -5.09286  -6.59309  0.14
H  -3.65468  -2.90203  -7.70926  0.14
H  -2.30281  -2.00883  -7.16112  0.13
H  -5.46400  -3.44085  -6.22069  0.09
H  -5.42348  -3.36828  -4.45250  0.12
H  -4.39073  -4.52217  -5.36707  0.09
H  -4.92800  -1.12170  -6.49021  0.15
H  -3.23928  -0.63493  -6.01746  0.10
H  -5.60785  -1.04913  -4.06072  0.11
H  -4.37579  0.16082  -4.01338  0.08
H  -3.90396  -2.36644  -2.62828  0.12
H  -2.78403  -1.10543  -2.96910  0.10
H  -2.45227  -3.49080  -4.20854  0.15
H  -1.90050  -1.87701  -4.77583  0.09
C  3.55773  5.04583  3.25920  -0.07
C  2.19347  4.35054  3.11950  -0.23
C  1.25218  5.33736  2.52966  -0.14
N  -0.20330  4.94819  2.36947  -0.26
C  -0.26846  3.68538  1.61154  0.00
C  -0.87956  6.05174  1.57669  -0.09
C  -1.39087  7.06415  2.61751  -0.14
C  -1.19601  6.46886  4.00250  -0.14
C  -0.90367  5.01068  3.66949  -0.10
H  4.18048  4.21813  3.69405  0.09
H  3.54756  5.88645  3.95094  0.08
H  4.00215  5.38959  2.33285  0.08
H  1.79471  3.99507  4.03081  0.10
H  2.38180  3.59641  2.43904  0.07
H  1.55274  5.66268  1.51729  0.15
H  1.20201  6.28650  3.11941  0.15
H  0.36900  3.67869  0.70464  0.09
H  -1.25021  3.57521  1.21606  0.07
H  0.12069  2.85419  2.25486  0.12
H  -1.73762  5.55567  1.09894  0.09
H  -0.25021  6.52632  0.88056  0.11
H  -2.41867  7.25918  2.34698  0.11
H  -0.84161  8.00891  2.50049  0.12
H  -2.05635  6.54332  4.59911  0.10
H  -0.43005  7.03845  4.51189  0.11
H  -1.85693  4.40952  3.58814  0.15
H  -0.20840  4.48743  4.43213  0.15
C  5.38771  -1.62883  -1.72366  -0.09
C  4.49849  -0.74340  -2.56703  -0.23
C  5.01155  0.65157  -2.64681  -0.14
N  4.13234  1.54656  -3.46955  -0.29
C  3.93487  1.02354  -4.81890  0.01
C  4.62876  2.93769  -3.56488  -0.10
C  3.42173  3.90473  -3.83035  -0.11
C  2.23048  3.11482  -3.28484  -0.15
C  2.77566  1.76862  -2.73473  -0.04
H  4.90434  -2.49315  -1.44989  0.04
H  5.73687  -1.12764  -0.76224  0.10
H  6.29041  -1.93413  -2.28056  0.09
H  3.56718  -0.74058  -1.96284  0.11
H  4.40915  -1.17629  -3.58767  0.12
H  6.00865  0.63381  -3.10624  0.15
H  5.12596  1.18767  -1.70481  0.14
H  3.29866  1.71827  -5.40666  0.13
H  3.48151  0.04807  -4.71262  0.07
H  4.98094  0.90465  -5.23553  0.14
H  5.43676  3.06216  -4.30177  0.15
H  4.99678  3.12635  -2.55853  0.13
H  3.28030  4.18897  -4.86526  0.11
H  3.60078  4.78516  -3.22194  0.11
H  1.61670  2.79188  -4.12388  0.07
H  1.65673  3.70986  -2.65834  0.06
H  2.11238  0.90251  -2.94136  0.13
H  3.17957  1.82738  -1.70676  0.11
C  5.08901  -5.83412  4.10365  -0.07
C  4.54404  -4.47720  3.59185  -0.23
C  5.29358  -3.24380  4.07197  -0.11
N  4.50123  -1.94254  3.84400  -0.26
C  3.89973  -1.88119  2.48677  0.03
C  5.44889  -0.76882  4.11991  -0.10
C  4.52477  0.38683  4.29866  -0.17
C  3.24419  -0.20783  4.89464  -0.12
C  3.50176  -1.76170  4.91742  -0.11
H  4.90950  -5.82814  5.21828  0.09
H  6.15870  -5.99261  3.85591  0.08
H  4.45822  -6.65782  3.82819  0.06
H  3.53524  -4.42231  3.97242  0.09
H  4.50144  -4.38998  2.56801  0.07
H  6.18138  -3.17115  3.48675  0.13
H  5.51687  -3.33422  5.09757  0.11
H  3.55068  -0.83313  2.29058  0.09
H  3.08527  -2.57944  2.38211  0.08
H  4.72114  -2.24813  1.79455  0.13
H  6.10813  -0.69828  3.23011  0.15
H  6.00247  -0.96210  5.00177  0.12
H  4.26107  0.84400  3.33844  0.10
H  5.07522  1.15241  4.89796  0.13
H  2.39138  0.01001  4.24194  0.11
H  2.99447  0.15515  5.89731  0.11
H  2.56546  -2.30002  4.70089  0.09
H  3.89959  -2.10921  5.91022  0.15
C  0.84927  -0.98988  -5.93420  -0.01
C  -0.04058  0.15313  -5.38135  -0.64
O  -1.28734  -0.07051  -5.31048  -0.09
O  0.53235  1.24985  -5.03054  -0.10
H  0.33422  -1.81103  -6.49108  0.07
H  1.34883  -1.52559  -5.19807  0.04
H  1.49342  -0.43079  -6.62147  0.08
C  1.25034  -0.10137  -0.28666  -0.03
C  2.20134  0.92781  0.27925  -0.80
O  3.35416  0.55218  0.53630  -0.06
O  1.76847  2.08766  0.40376  -0.07
H  0.40239  -0.20058  0.36984  0.06
H  1.65018  -1.11187  -0.42874  0.07
H  0.81522  0.21735  -1.24597  0.06
C  -0.43009  -2.59111  2.54081  -0.01
C  0.21862  -3.72979  3.36280  -0.67
O  1.39656  -3.53199  3.82089  -0.10
O  -0.45744  -4.78002  3.56313  -0.09
H  -0.90524  -1.92156  3.24126  0.07
H  -1.17786  -3.05380  1.92314  0.06
H  0.24960  -2.03835  1.91422  0.04
C  -4.57506  2.85398  1.27112  -0.02
C  -3.76668  4.13201  1.02546  -0.69
O  -3.73842  5.02165  1.93376  -0.05
O  -3.12772  4.15235  -0.07656  -0.13
H  -5.53338  2.88686  0.82661  0.05
H  -4.70842  2.81666  2.37020  0.08
H  -3.98645  1.99406  0.89244  0.07

Summary:
Relative energy (zero: lowest compared OMol25 entry of this formula, charge and spin)   0.889 eV
Total charge   +2
Lowest unoccupied orbital energy   -2.87 eV
HOMO level   -11.342 eV
Kohn-Sham gap   8.47 eV